{
  "formula": "C10H25BFN5O15Tl",
  "method": "ωB97M-V with the def2-TZVPD basis set",
  "multiplicity": 1,
  "homo_ev": -13.221,
  "total_charge": 1,
  "max_force_ha_per_bohr": 0.072,
  "lumo_energy_ev": -10.195,
  "homo_lumo_gap_ev": 3.0,
  "elements": ["Tl", "B", "H", "H", "H", "H", "C", "C", "O", "O", "H", "H", "H", "C", "C", "O", "C", "O", "O", "F", "H", "H", "H", "C", "N", "O", "O", "H", "H", "H", "C", "N", "O", "O", "H", "H", "H", "C", "N", "O", "O", "H", "H", "H", "C", "N", "O", "O", "H", "H", "H", "C", "N", "O", "O", "H", "H", "H"],
  "coordinates": [[-17.2070, 13.1680, -1.4807], [-15.5065, 15.0379, -2.9748], [-15.0581, 14.6954, -1.9396], [-16.6055, 15.3278, -2.7576], [-14.8434, 15.8778, -3.4073], [-15.5204, 14.1049, -3.6473], [-21.1399, 16.0496, -1.5986], [-20.0344, 14.9848, -1.7787], [-19.9716, 14.1700, -0.8383], [-19.2603, 15.0278, -2.7488], [-22.1190, 15.6190, -1.8064], [-20.8610, 16.8940, -2.2196], [-21.2089, 16.3061, -0.5431], [-13.6819, 16.9365, -5.7509], [-12.7277, 17.2573, -4.6111], [-11.6251, 17.7296, -5.3162], [-11.6099, 17.2415, -6.5797], [-10.7234, 17.3253, -7.3585], [-12.8007, 16.6435, -6.8060], [-12.4003, 16.1563, -3.8673], [-14.2913, 17.7985, -6.0230], [-14.2729, 16.0568, -5.4915], [-13.1319, 18.0153, -3.9379], [-16.7213, 16.3065, 2.1153], [-17.7207, 16.1364, 1.0112], [-18.8839, 16.3182, 1.2382], [-17.2420, 15.8844, -0.0929], [-16.8604, 15.5391, 2.8689], [-16.9724, 17.2932, 2.5081], [-15.7363, 16.4176, 1.6812], [-16.7793, 13.8133, -6.2626], [-16.4815, 12.6343, -5.4459], [-17.0290, 12.5364, -4.3526], [-15.6723, 11.8304, -5.8464], [-16.2137, 13.7952, -7.1887], [-16.4004, 14.6813, -5.7190], [-17.8430, 13.9907, -6.3886], [-13.4384, 16.8049, -0.5299], [-12.1143, 17.4494, -0.3456], [-11.8603, 17.8675, 0.7633], [-11.2646, 17.3474, -1.2064], [-13.2122, 15.8956, -1.0792], [-14.0732, 17.4324, -1.1525], [-13.8676, 16.6645, 0.4534], [-17.1600, 17.9392, -3.3709], [-16.4167, 19.1935, -3.6431], [-15.7652, 19.2214, -4.6756], [-16.4631, 20.1146, -2.8713], [-18.2246, 18.1623, -3.3748], [-16.8952, 17.5312, -2.3988], [-16.8974, 17.2398, -4.1556], [-12.6494, 12.9439, -3.0712], [-13.7027, 11.8807, -2.9789], [-14.5966, 12.0996, -2.1635], [-13.5770, 10.8569, -3.5799], [-12.0289, 12.6467, -3.9127], [-12.1923, 13.2167, -2.1299], [-13.2313, 13.7731, -3.4819]]
}